[1]
Formula: Cl2F2Zn
Source: the Open Molecules 2025 dataset
Level of theory: wB97M-V/def2-TZVPD

Relative energy (zero: lowest compared OMol25 entry of this formula, charge and spin), kJ/mol: 859.9
E_LUMO, Ha: 0.0156
Net charge: -2
Orbital gap, eV: 3.680
Largest force on an atom, eV/A: 1.22

Geometry as XYZ:
```
5
Properties=species:S:1:pos:R:3:mulliken_charge:R:1
Zn 0.037 0.359 -0.039 1.03
Cl -0.235 -3.355 2.054 -0.75
Cl 0.426 -1.301 -3.801 -0.75
F 2.734 2.277 0.651 -0.76
F -2.962 2.019 1.135 -0.77
```


[2]
Formula: Cl2H2NOP
Source: the Open Molecules 2025 dataset
Level of theory: wB97M-V/def2-TZVPD

Relative energy (zero: lowest compared OMol25 entry of this formula, charge and spin), kJ/mol: 432.0
E_LUMO (spin up / spin down), Ha: -0.0622 / -0.0757
Net charge: 0
Orbital gap (spin up / spin down), eV: 7.972 / 8.086
Largest force on an atom, eV/A: 2.46

Geometry as XYZ:
```
7
Properties=species:S:1:pos:R:3:mulliken_charge:R:1
Cl -1.820 -1.351 -1.056 -0.21
Cl -1.902 1.732 -0.403 -0.22
P -0.514 0.208 -0.548 0.66
O -0.404 0.046 1.087 -0.50
N 1.885 -0.579 -0.551 -0.37
H 2.328 0.221 -0.101 0.26
H 0.427 -0.276 1.572 0.37
```


[3]
Formula: Cl2H2NP
Source: the Open Molecules 2025 dataset
Level of theory: wB97M-V/def2-TZVPD

Relative energy (zero: lowest compared OMol25 entry of this formula, charge and spin), kJ/mol: 0.0
E_LUMO, Ha: 0.0292
Net charge: 0
Orbital gap, eV: 10.188
Largest force on an atom, eV/A: 3.90

Geometry as XYZ:
```
6
Properties=species:S:1:pos:R:3:mulliken_charge:R:1
Cl -1.527 -1.785 0.181 -0.21
Cl -1.383 1.376 0.285 -0.23
P -0.544 -0.196 -0.676 0.35
N 0.873 0.038 0.120 -0.44
H 0.923 0.914 0.470 0.26
H 1.658 -0.348 -0.380 0.27
```


[4]
Formula: Cl2H3PSi
Source: the Open Molecules 2025 dataset
Level of theory: wB97M-V/def2-TZVPD

Relative energy (zero: lowest compared OMol25 entry of this formula, charge and spin), kJ/mol: 136.1
E_LUMO, Ha: -0.0167
Net charge: 0
Orbital gap, eV: 9.754
Largest force on an atom, eV/A: 3.50

Geometry as XYZ:
```
7
Properties=species:S:1:pos:R:3:mulliken_charge:R:1
Cl 1.718 1.777 -0.300 -0.14
Cl 2.144 -1.783 0.211 -0.45
P -1.142 0.336 1.105 -0.14
Si 0.520 0.193 -0.378 0.59
H -2.054 0.774 0.132 0.08
H -1.537 -0.992 0.965 0.11
H 0.349 -0.306 -1.734 -0.05
```


[5]
Formula: Cl2H3PSi
Source: the Open Molecules 2025 dataset
Level of theory: wB97M-V/def2-TZVPD

Relative energy (zero: lowest compared OMol25 entry of this formula, charge and spin), kJ/mol: 391.5
E_LUMO (spin up / spin down), Ha: -0.0482 / -0.0229
Net charge: 0
Orbital gap (spin up / spin down), eV: 9.189 / 7.280
Largest force on an atom, eV/A: 2.75

Geometry as XYZ:
```
7
Properties=species:S:1:pos:R:3:mulliken_charge:R:1
Cl 2.250 -2.415 -1.302 -0.18
Cl -0.195 -1.541 -3.320 -0.21
P 1.146 0.931 -1.236 -0.11
Si 0.635 -1.210 -1.464 0.37
H 1.694 0.822 -0.022 0.07
H -0.728 -3.122 0.648 0.00
H -0.024 1.328 -0.725 0.06
```


[6]
Formula: Cl2H4Si2
Source: the Open Molecules 2025 dataset
Level of theory: wB97M-V/def2-TZVPD

Relative energy (zero: lowest compared OMol25 entry of this formula, charge and spin), kJ/mol: 243.8
E_LUMO, Ha: -0.0704
Net charge: 0
Orbital gap, eV: 7.329
Largest force on an atom, eV/A: 4.53

Geometry as XYZ:
```
8
Properties=species:S:1:pos:R:3:mulliken_charge:R:1
Cl -2.230 1.414 0.293 -0.08
Cl -1.719 -1.967 0.079 -0.58
Si 1.042 -0.032 0.530 0.42
Si -0.706 0.738 -0.833 0.47
H 0.899 -0.400 1.994 -0.03
H 2.127 0.944 0.378 -0.13
H 1.283 -1.211 -0.219 -0.06
H -0.696 0.513 -2.222 0.00
```


Per-record E, eV: -78893.5033; -37901.1355; -35857.6758; -42261.0150; -42258.3685; -40863.9554